Here is C20H18BaN4O5S3 as an isolated structure at a distorted geometry from OMol25. Energies are from ωB97M-V with the def2-TZVPD basis set.

Kohn-Sham gap in eV: 6.09
ΔE to the lowest compared entry with this formula, charge and spin in kcal/mol: 12.7
Charge: -2
2S+1: 1

Element x y z (Å)
Ba  -0.914  -1.515  -2.322
S  2.069  -1.425  -3.107
C  2.436  -3.097  -3.520
C  3.876  -3.166  -3.925
N  5.001  -3.105  -4.115
C  1.712  -4.275  -3.543
S  0.026  -4.471  -3.081
C  2.418  -5.552  -3.745
N  2.873  -6.611  -3.897
C  -1.454  2.799  -4.084
C  -0.820  1.515  -4.499
C  0.141  1.620  -5.671
O  -0.206  0.855  -3.281
C  -2.031  0.563  -4.833
O  -2.546  0.625  -5.961
O  -2.378  -0.263  -3.873
H  -0.768  3.523  -3.673
H  -2.230  2.608  -3.258
H  -1.848  3.240  -4.988
H  0.815  2.525  -5.648
H  -0.522  1.667  -6.508
H  0.815  0.733  -5.620
H  0.661  0.428  -3.532
C  1.288  -0.218  6.757
C  0.039  -0.200  5.951
C  -0.186  -1.196  5.026
C  -1.141  -1.080  4.098
C  -1.964  0.049  4.019
C  -1.864  1.002  5.014
C  -0.876  0.830  6.027
S  -2.881  0.328  2.553
O  -3.101  1.790  2.622
O  -4.101  -0.425  2.591
N  -1.857  -0.286  1.465
C  -0.645  0.282  1.244
C  -0.114  1.386  1.941
C  1.065  1.966  1.517
C  1.836  1.269  0.582
C  1.243  0.189  -0.032
N  0.030  -0.234  0.201
H  1.151  -0.809  7.640
H  1.387  0.801  7.121
H  2.175  -0.443  6.132
H  0.510  -1.984  4.962
H  -1.169  -1.845  3.288
H  -2.539  1.840  4.970
H  -0.720  1.652  6.737
H  -0.662  1.857  2.766
H  1.402  2.819  2.091
H  2.839  1.672  0.300
H  1.730  -0.233  -0.900

=====

Here is C20H18Br2IrN3OSSeTe as an isolated structure at a distorted geometry from OMol25. Energies are from ωB97M-V with the def2-TZVPD basis set.

Kohn-Sham gap (alpha / beta) in eV: 4.53 / 4.43
ΔE to the lowest compared entry with this formula, charge and spin in kcal/mol: 98.6
Charge: +1
2S+1: 2
Expectation value of S²: 0.822

Element x y z (Å)
Ir  0.965  0.819  -1.140
Br  -4.017  2.211  -1.909
C  -2.510  3.297  -1.519
C  -2.676  4.671  -1.391
C  -1.597  5.487  -1.150
Br  -1.881  7.344  -0.913
C  -0.287  4.956  -1.108
C  0.881  5.733  -1.016
C  2.100  5.107  -1.070
C  2.157  3.716  -1.158
N  1.080  2.953  -1.214
C  -0.138  3.550  -1.217
C  -1.266  2.676  -1.364
O  -1.096  1.397  -1.362
H  -3.667  5.087  -1.482
H  0.807  6.806  -0.922
H  3.013  5.678  -1.042
H  3.116  3.214  -1.191
S  0.168  -1.600  -2.470
C  0.631  -1.182  -0.906
C  0.930  -0.498  2.036
N  1.308  -1.720  1.385
C  1.081  -2.049  0.071
Se  3.220  0.436  -0.866
N  1.440  -3.365  -0.096
C  1.978  -3.841  1.073
C  2.576  -5.047  1.398
C  3.039  -5.200  2.694
C  2.911  -4.183  3.637
C  2.323  -2.971  3.318
C  1.868  -2.803  2.020
H  0.688  0.258  1.276
H  1.752  -0.129  2.648
H  0.058  -0.655  2.677
H  1.449  -3.831  -0.990
H  2.692  -5.827  0.666
H  3.529  -6.120  2.973
H  3.282  -4.342  4.637
H  2.235  -2.185  4.049
C  -4.819  -0.942  -0.675
Te  -2.752  -0.858  -1.280
C  -2.759  -3.014  -1.333
H  -4.935  -1.700  0.092
H  -5.437  -1.203  -1.528
H  -5.142  0.017  -0.291
H  -3.441  -3.350  -2.109
H  -3.090  -3.416  -0.380
H  -1.764  -3.380  -1.558

=====

Here is C20H18Br2N8O3V as an isolated structure at a distorted geometry from OMol25. Energies are from ωB97M-V with the def2-TZVPD basis set.

Kohn-Sham gap (alpha / beta) in eV: 7.35 / 7.32
ΔE to the lowest compared entry with this formula, charge and spin in kcal/mol: 16.2
Charge: +1
2S+1: 3
Expectation value of S²: 2.010

Element x y z (Å)
V  0.293  0.291  0.205
N  -2.698  -0.988  0.796
C  -2.629  0.304  1.140
N  -3.721  0.861  1.640
C  -3.621  2.151  1.941
N  -4.675  2.747  2.496
N  -2.526  2.921  1.707
C  -1.513  2.286  1.208
N  -1.449  0.968  0.959
C  -0.290  3.032  0.812
C  -0.162  4.397  0.895
C  1.027  4.978  0.478
C  2.040  4.171  0.001
C  1.837  2.804  -0.046
N  0.687  2.247  0.347
H  -3.605  -1.420  0.798
H  -1.943  -1.419  0.296
H  -5.516  2.220  2.653
H  -4.635  3.729  2.701
H  -0.991  4.975  1.281
H  1.165  6.051  0.532
H  2.984  4.588  -0.321
H  2.608  2.127  -0.383
C  2.425  -3.136  0.505
C  1.809  -2.915  -0.849
C  2.104  -3.816  -1.897
C  1.582  -3.632  -3.139
C  0.749  -2.522  -3.384
C  0.189  -2.178  -4.640
Br  0.493  -3.273  -6.143
C  -0.564  -1.056  -4.787
C  -0.823  -0.231  -3.672
Br  -1.842  1.336  -3.883
C  -0.331  -0.538  -2.441
O  -0.534  0.209  -1.345
C  0.482  -1.686  -2.290
N  1.003  -1.882  -1.031
H  3.188  -3.909  0.462
H  1.670  -3.460  1.222
H  2.880  -2.220  0.876
H  2.757  -4.655  -1.697
H  1.808  -4.321  -3.942
H  -0.964  -0.785  -5.755
N  -0.138  -1.433  2.565
C  1.066  -1.083  3.333
C  2.138  -0.449  2.451
O  3.296  -0.399  2.744
O  1.602  0.027  1.326
H  -0.969  -1.384  3.136
H  -0.078  -2.375  2.215
H  1.530  -1.921  3.847
H  0.807  -0.333  4.079

=====

Here is C20H18CdN2PS5SbSe as an isolated structure from OMol25. Energies are from ωB97M-V with the def2-TZVPD basis set.

Kohn-Sham gap (alpha / beta) in eV: 6.92 / 6.37
ΔE to the lowest compared entry with this formula, charge and spin in kcal/mol: 0.0
Charge: -1
2S+1: 2
Expectation value of S²: 0.761

Element x y z (Å)
Cd  -0.381  -0.544  -0.755
S  0.930  -3.660  -4.743
Sb  0.842  -2.993  -2.563
S  -1.358  -2.690  -1.758
S  1.757  -0.845  -2.095
C  0.928  2.876  -3.352
N  0.492  1.726  -4.109
C  -0.581  0.953  -3.829
Se  -1.862  1.268  -2.540
N  -0.560  -0.087  -4.685
C  0.557  -0.015  -5.506
C  1.028  -0.829  -6.522
C  2.201  -0.436  -7.145
C  2.879  0.725  -6.767
C  2.403  1.540  -5.752
C  1.228  1.145  -5.134
H  0.141  3.146  -2.654
H  1.126  3.708  -4.029
H  1.834  2.627  -2.798
H  -1.168  -0.887  -4.570
H  0.524  -1.748  -6.782
H  2.612  -1.056  -7.931
H  3.801  0.988  -7.270
H  2.931  2.433  -5.445
S  1.186  -1.436  1.941
P  -0.319  -0.365  2.604
S  -1.296  0.743  1.207
C  -1.547  -1.402  3.475
C  -2.818  -1.621  2.961
C  -3.701  -2.462  3.627
C  -3.318  -3.080  4.808
C  -2.046  -2.862  5.325
C  -1.162  -2.030  4.658
C  0.176  0.793  3.929
C  -0.786  1.618  4.508
C  -0.434  2.485  5.529
C  0.882  2.536  5.975
C  1.841  1.721  5.396
C  1.489  0.847  4.374
H  -3.108  -1.135  2.038
H  -4.688  -2.636  3.217
H  -4.007  -3.736  5.326
H  -1.742  -3.346  6.244
H  -0.164  -1.870  5.049
H  -1.808  1.583  4.149
H  -1.185  3.125  5.976
H  1.156  3.215  6.773
H  2.868  1.763  5.737
H  2.226  0.205  3.908

=====

Calculated E_tot in order - -2588.38464; -9332.14244; -7528.75179; -6024.44117 Eh